1.
Below is C30H31BrF4GeN4OPd as an isolated structure, with properties calculated with ωB97M-V with the def2-TZVPD basis set.

The electronic energy is -180523.7253 eV. As for the energy above the lowest of the compared OMol25 structures with the same formula, charge and spin: 0.133 eV. The calculation puts the LUMO energy (alpha / beta) at -4.0267 / -4.0181 eV. The value obtained for the HOMO-LUMO gap (alpha / beta) is 3.50 / 3.51 eV.

The geometry in ORCA input format:
```
! RIJCOSX wB97M-V def2-TZVPD def2/J DEFGRID3
* xyz 0 1
Pd -1.833 -2.007 0.911
C 4.185 2.497 2.760
C 3.830 2.338 1.276
C 4.885 1.454 0.599
C 3.872 3.719 0.622
C 2.450 1.684 1.150
C 2.227 0.414 1.658
C 0.970 -0.154 1.575
Br 0.810 -1.913 2.301
C -0.153 0.478 1.009
O -1.384 -0.027 1.024
C 0.090 1.741 0.437
C 1.366 2.300 0.546
C -0.956 2.587 -0.324
C -0.416 2.891 -1.732
C -2.334 1.944 -0.516
C -1.175 3.908 0.429
H 5.166 2.966 2.873
H 4.215 1.530 3.267
H 3.445 3.118 3.269
H 5.873 1.916 0.672
H 4.649 1.313 -0.458
H 4.943 0.469 1.066
H 4.869 4.149 0.742
H 3.158 4.407 1.081
H 3.657 3.668 -0.448
H 3.026 -0.145 2.130
H 1.510 3.285 0.124
H -0.248 1.963 -2.284
H 0.525 3.441 -1.709
H -1.142 3.491 -2.287
H -2.272 0.985 -1.031
H -2.936 2.625 -1.126
H -2.850 1.776 0.427
H -0.258 4.493 0.510
H -1.541 3.716 1.440
H -1.918 4.520 -0.092
F 1.751 -5.916 -3.154
C 1.282 -4.693 -3.355
C 1.665 -4.035 -4.460
F 2.497 -4.634 -5.296
C 1.183 -2.703 -4.789
C 0.296 -2.120 -3.794
C -0.100 -2.788 -2.698
F -0.896 -2.175 -1.823
C 0.334 -4.140 -2.405
C -0.104 -4.836 -1.310
C -1.115 -4.345 -0.429
N -1.937 -3.969 0.289
C 0.450 -6.099 -0.892
N 0.863 -7.090 -0.484
F -0.112 -0.875 -3.971
C 1.523 -2.060 -5.940
C 2.409 -2.618 -6.932
N 3.094 -2.998 -7.770
C 1.022 -0.758 -6.302
N 0.635 0.259 -6.668
C -5.100 -1.042 4.411
Ge -3.788 -0.582 3.035
C -4.761 -0.090 1.425
C -2.675 0.807 3.783
C -2.806 -2.250 2.635
H -5.706 -0.166 4.653
H -4.594 -1.369 5.320
H -5.765 -1.840 4.079
H -4.969 0.980 1.389
H -5.712 -0.626 1.408
H -4.192 -0.348 0.533
H -3.308 1.643 4.090
H -1.930 1.154 3.073
H -2.175 0.420 4.674
H -3.492 -3.070 2.413
H -2.070 -2.566 3.372
*
```

These are the Mulliken partial charges, in e, on atoms 1 to 2: atom 1 (Pd): -0.203, atom 2 (C): -1.661

=====

2.
Below is C30H31BrF4GeN4OPd as an isolated structure, with properties calculated with ωB97M-V with the def2-TZVPD basis set.

The electronic energy is -180524.3417 eV. As for the expectation value of S²: 2.075. As for the energy above the lowest of the compared OMol25 structures with the same formula, charge and spin: 0.000 eV. The calculation puts the LUMO energy (alpha / beta) at -1.2341 / -3.1084 eV. The value obtained for the HOMO-LUMO gap (alpha / beta) is 6.34 / 5.11 eV.

The geometry in ORCA input format:
```
! RIJCOSX wB97M-V def2-TZVPD def2/J DEFGRID3
* xyz 0 3
Pd 1.232 -0.712 -0.579
C -5.677 0.042 0.194
C -5.424 0.612 -1.213
C -5.729 2.118 -1.219
C -6.366 -0.076 -2.201
C -3.962 0.389 -1.553
C -2.974 1.074 -0.808
C -1.660 0.884 -1.088
Br -0.357 1.910 -0.194
C -1.214 -0.061 -2.095
O 0.005 -0.307 -2.281
C -2.239 -0.737 -2.879
C -3.553 -0.482 -2.577
C -1.826 -1.740 -3.949
C -0.932 -1.061 -5.000
C -1.079 -2.913 -3.289
C -3.045 -2.314 -4.677
H -6.722 0.207 0.465
H -5.047 0.510 0.950
H -5.483 -1.032 0.218
H -6.785 2.270 -0.992
H -5.523 2.558 -2.196
H -5.152 2.658 -0.469
H -7.396 0.143 -1.918
H -6.249 -1.161 -2.189
H -6.219 0.282 -3.223
H -3.257 1.749 -0.013
H -4.318 -0.989 -3.142
H -0.009 -0.685 -4.567
H -1.459 -0.232 -5.478
H -0.678 -1.787 -5.775
H -0.162 -2.590 -2.803
H -0.825 -3.650 -4.054
H -1.707 -3.401 -2.541
H -3.627 -1.535 -5.174
H -3.701 -2.869 -4.003
H -2.700 -3.008 -5.443
F -1.045 1.277 4.690
C 0.199 1.050 4.264
C 1.221 1.672 4.922
F 0.906 2.473 5.935
C 2.586 1.497 4.577
C 2.787 0.608 3.496
C 1.756 -0.009 2.848
F 2.101 -0.824 1.817
C 0.397 0.176 3.171
C -0.685 -0.410 2.451
C -0.469 -1.303 1.396
N -0.314 -2.041 0.507
C -2.020 0.069 2.532
N -3.111 0.441 2.510
F 4.022 0.358 3.062
C 3.645 2.151 5.246
C 3.449 3.050 6.330
N 3.364 3.785 7.213
C 5.011 1.981 4.890
N 6.133 1.872 4.653
C 5.741 -0.833 -1.930
Ge 3.849 -1.316 -1.879
C 3.238 -2.032 -3.589
C 3.564 -2.640 -0.449
C 2.741 0.238 -1.412
H 6.348 -1.713 -2.143
H 6.052 -0.422 -0.970
H 5.928 -0.088 -2.703
H 3.765 -2.954 -3.834
H 3.414 -1.313 -4.390
H 2.169 -2.246 -3.551
H 4.105 -3.551 -0.709
H 2.515 -2.926 -0.314
H 3.949 -2.276 0.504
H 2.407 0.846 -2.253
H 3.153 0.884 -0.629
*
```

These are the Mulliken partial charges, in e, on atoms 1 to 2: atom 1 (Pd): 0.406, atom 2 (C): -1.523

=====

Which of these has the lowest energy above the lowest of the compared OMol25 structures with the same formula, charge and spin? number 2

=====

What is the electronic energy in the first record? -180523.7253 eV